This record from the OMol25 dataset describes a structure of composition C22H34MoN2O4P2S. The level of theory is the ωB97M-V functional and the def2-TZVPD basis.

LUMO level (spin up / spin down): -0.21 / -0.48 eV
2S+1: 3
Net charge: 0
Highest occupied orbital energy (spin up / spin down): -0.231 / -0.244 hartree
ΔE to the lowest compared entry with this formula, charge and spin: 0.0 kcal per mole
Orbital gap (spin up / spin down): 0.22339 / 0.22642 Eh

Geometry (Å):
Mo  0.728  0.407  0.031
P  0.773  1.479  -2.142
P  1.134  -1.266  2.061
N  1.037  -1.190  -0.896
H  1.073  2.251  0.439
C  2.384  2.186  -2.603
H  2.272  2.828  -3.487
H  3.083  1.367  -2.816
H  2.770  2.772  -1.759
C  -0.393  2.878  -2.244
H  -0.136  3.515  -3.104
H  -0.343  3.444  -1.305
H  -1.414  2.484  -2.353
C  0.279  0.410  -3.547
H  0.111  1.042  -4.436
H  -0.644  -0.136  -3.289
H  1.085  -0.313  -3.744
C  2.750  -1.394  2.910
H  2.690  -2.060  3.781
H  3.094  -0.399  3.214
H  3.464  -1.797  2.180
C  -0.040  -0.717  3.353
H  0.127  -1.302  4.266
H  -1.069  -0.862  2.997
H  0.124  0.350  3.550
C  0.685  -3.026  1.837
H  0.750  -3.545  2.805
H  1.385  -3.479  1.125
H  -0.332  -3.101  1.434
C  1.213  -2.317  -1.639
C  2.658  -3.852  -2.958
C  2.497  -2.729  -2.147
C  0.129  -3.178  -2.026
C  0.302  -4.303  -2.833
C  1.567  -4.657  -3.316
H  3.647  -4.135  -3.330
H  3.362  -2.124  -1.880
H  -0.875  -2.940  -1.694
H  -0.555  -4.928  -3.099
H  1.708  -5.540  -3.952
C  1.785  2.414  1.525
O  2.220  1.118  1.679
C  3.049  3.309  1.455
H  3.003  4.179  2.126
H  3.210  3.687  0.439
H  3.930  2.754  1.773
C  0.927  2.954  2.677
H  1.331  2.641  3.647
H  -0.120  2.642  2.597
H  0.910  4.058  2.702
O  -1.369  2.445  0.787
C  -2.018  1.403  0.593
N  -1.404  0.263  0.125
S  -2.457  -1.001  -0.293
O  -2.480  -1.144  -1.740
O  -2.202  -2.178  0.508
C  -3.825  -0.082  0.320
C  -5.130  -0.535  0.427
C  -6.065  0.339  0.997
C  -5.688  1.620  1.449
C  -4.365  2.045  1.340
C  -3.447  1.170  0.762
H  -5.362  -1.536  0.069
H  -7.100  0.020  1.095
H  -6.437  2.286  1.889
H  -3.971  3.006  1.669

---

This record from the OMol25 dataset describes the ion C3H12N3O with charge +1. The level of theory is the ωB97M-V functional and the def2-TZVPD basis.

LUMO level: -2.99 eV
Net charge: +1
Highest occupied orbital energy: -0.515 hartree
ΔE to the lowest compared entry with this formula, charge and spin: 72.2 kcal per mole
Structure (SMILES): C[C@@H]([NH3+])[C@H](N)ON
Orbital gap: 0.40529 Eh

Geometry (Å):
C  1.570  1.016  0.650
C  0.281  0.235  0.843
N  -0.869  1.162  0.600
C  0.138  -1.002  -0.097
N  1.356  -1.531  -0.484
O  -0.683  -0.506  -1.334
N  -2.076  -0.430  -1.004
H  1.666  1.364  -0.376
H  1.587  1.876  1.317
H  2.427  0.395  0.890
H  0.227  -0.128  1.873
H  -1.682  0.584  0.148
H  -0.588  1.828  -0.132
H  -1.150  1.683  1.434
H  -0.493  -1.764  0.369
H  1.926  -0.902  -1.031
H  1.295  -2.433  -0.934
H  -2.506  -0.061  -1.849
H  -2.426  -1.386  -0.884

---

This record from the OMol25 dataset describes a cluster of 5 separate species, C46H76F6NO11 in total. The level of theory is the ωB97M-V functional and the def2-TZVPD basis.

LUMO level: -4.14 eV
Net charge: +1
Highest occupied orbital energy: -0.395 hartree
Orbital gap: 0.24259 Eh

Geometry (Å):
C  3.988  -3.752  4.480
C  5.492  -3.512  4.560
O  5.935  -2.218  4.074
C  5.629  -1.935  2.790
C  6.107  -2.699  1.709
C  7.013  -3.876  1.905
O  8.113  -3.776  2.343
O  6.440  -5.070  1.548
C  5.745  -2.335  0.418
C  4.943  -1.199  0.175
C  4.605  -0.888  -1.260
C  3.690  -1.940  -1.875
C  2.205  -1.889  -1.478
C  1.815  -3.039  -0.552
C  0.295  -3.175  -0.382
C  -0.182  -3.086  1.060
C  -1.686  -3.317  1.216
C  -2.550  -2.440  0.308
C  -2.767  -1.046  0.872
C  -3.783  -0.240  0.074
C  -3.569  -0.304  -1.431
O  -2.204  -0.232  -1.800
C  -1.729  1.073  -2.091
N  4.531  -0.457  1.222
C  3.776  0.797  1.017
C  4.719  2.019  1.071
C  5.379  2.372  -0.257
C  6.486  3.400  -0.035
C  4.366  2.909  -1.265
C  4.847  -0.804  2.501
C  4.469  0.084  3.684
O  5.339  0.699  4.216
C  3.021  0.131  4.230
F  3.058  -0.509  5.412
F  2.202  -0.551  3.400
C  2.515  1.601  4.466
F  2.486  1.856  5.784
F  3.368  2.471  3.882
C  1.103  1.921  3.930
F  1.016  1.688  2.596
F  0.925  3.248  4.117
C  -0.024  1.161  4.665
O  0.137  0.073  5.115
O  -1.168  1.867  4.784
H  3.810  -4.765  4.137
H  3.480  -3.097  3.776
H  3.532  -3.616  5.451
H  5.808  -3.530  5.594
H  6.044  -4.306  4.064
H  6.937  -5.426  0.798
H  6.093  -2.917  -0.418
H  4.249  0.123  -1.401
H  5.556  -0.949  -1.786
H  4.082  -2.930  -1.654
H  3.751  -1.839  -2.956
H  1.608  -1.981  -2.381
H  1.953  -0.925  -1.035
H  2.188  -3.951  -1.011
H  2.297  -2.915  0.420
H  0.011  -4.164  -0.742
H  -0.222  -2.448  -0.999
H  0.339  -3.848  1.641
H  0.092  -2.121  1.492
H  -1.951  -3.063  2.241
H  -1.955  -4.360  1.068
H  -3.534  -2.909  0.253
H  -2.183  -2.389  -0.709
H  -3.115  -1.107  1.899
H  -1.805  -0.528  0.874
H  -3.770  0.792  0.424
H  -4.781  -0.624  0.276
H  -4.140  0.481  -1.927
H  -3.969  -1.246  -1.806
H  -1.404  1.136  -3.125
H  -2.460  1.848  -1.873
H  -0.867  1.270  -1.450
H  3.226  0.740  0.090
H  3.053  0.917  1.811
H  4.110  2.851  1.417
H  5.480  1.831  1.826
H  5.883  1.479  -0.627
H  6.085  4.369  0.241
H  7.058  3.522  -0.951
H  7.186  3.041  0.715
H  4.229  3.975  -1.107
H  3.379  2.458  -1.180
H  4.743  2.794  -2.277
H  -1.611  1.960  3.930
C  -1.818  3.478  -7.321
C  -0.380  3.001  -7.501
C  0.073  2.832  -6.057
O  -1.089  2.467  -5.309
C  -2.263  2.668  -6.112
H  -2.449  3.310  -8.193
H  -1.832  4.546  -7.090
H  -0.367  2.038  -8.015
H  0.247  3.694  -8.060
H  0.468  3.771  -5.652
H  0.832  2.057  -5.939
H  -2.652  1.692  -6.408
H  -3.021  3.178  -5.516
C  -6.218  -0.946  -7.901
C  -5.960  -1.608  -6.550
C  -4.474  -1.344  -6.355
O  -4.195  -0.104  -7.011
C  -5.312  0.274  -7.823
H  -7.261  -0.686  -8.072
H  -5.894  -1.606  -8.709
H  -6.539  -1.106  -5.772
H  -6.207  -2.669  -6.526
H  -3.866  -2.128  -6.820
H  -4.190  -1.265  -5.305
H  -5.821  1.116  -7.343
H  -4.950  0.599  -8.799
C  -7.750  -3.859  1.149
C  -7.441  -4.491  2.503
C  -5.962  -4.167  2.667
O  -5.740  -2.923  1.991
C  -6.886  -2.609  1.196
H  -8.804  -3.638  0.993
H  -7.417  -4.518  0.344
H  -8.022  -4.000  3.287
H  -7.646  -5.559  2.547
H  -5.333  -4.933  2.199
H  -5.663  -4.064  3.710
H  -7.417  -1.779  1.675
H  -6.556  -2.289  0.206
C  -1.850  5.664  5.425
C  -0.454  6.018  4.919
C  -0.774  6.777  3.638
O  -2.030  7.420  3.852
C  -2.640  6.907  5.039
H  -1.890  5.450  6.491
H  -2.232  4.792  4.889
H  0.045  6.678  5.633
H  0.184  5.158  4.750
H  -0.875  6.093  2.787
H  -0.024  7.528  3.389
H  -2.581  7.672  5.820
H  -3.692  6.699  4.839

---

This record from the OMol25 dataset describes a structure of composition C5H34NO13. The level of theory is the ωB97M-V functional and the def2-TZVPD basis.

LUMO level: 2.49 eV
Net charge: -1
Highest occupied orbital energy: -0.244 hartree
ΔE to the lowest compared entry with this formula, charge and spin: 41.6 kcal per mole
Orbital gap: 0.33541 Eh

Geometry (Å):
C  -0.725  -0.119  0.589
N  -1.351  -0.562  -0.684
C  -2.779  -0.348  -0.642
O  -3.230  0.963  -0.891
C  -0.969  -1.199  1.677
C  -0.046  -2.398  1.564
C  0.981  -2.397  2.720
O  -0.743  -3.637  1.667
H  0.341  0.081  0.620
H  -1.206  0.795  0.949
H  -0.808  -0.058  -1.376
H  -3.210  -0.791  0.249
H  -3.131  -0.822  -1.557
H  -2.013  -1.476  1.659
H  -0.803  -0.638  2.602
H  0.610  -2.461  0.690
H  1.187  -1.368  3.028
H  0.445  -2.866  3.550
H  1.917  -2.887  2.464
H  -1.385  -3.678  0.946
H  -0.158  2.314  2.939
H  0.488  2.938  1.760
O  -0.098  3.173  2.499
H  -1.224  3.632  0.929
H  -2.899  1.731  -0.399
O  -1.775  3.164  0.281
H  1.518  2.541  -0.050
H  3.072  2.484  0.758
O  2.278  1.944  0.692
H  0.515  1.823  -3.773
H  0.676  1.863  -2.208
O  0.375  1.294  -2.983
H  1.106  3.482  -1.443
H  -1.124  2.740  -0.297
O  0.692  2.805  -0.894
H  -1.467  -2.497  -1.261
H  -2.907  -2.886  -1.630
O  -2.054  -3.265  -1.405
H  2.591  -0.486  -2.424
H  1.130  -0.265  -2.811
O  1.862  -0.912  -2.893
H  1.856  0.873  2.095
H  2.078  1.619  3.291
O  1.626  0.796  3.056
H  -1.735  0.689  -3.795
H  -2.530  1.651  -2.752
O  -2.547  1.143  -3.570
H  2.247  -2.669  -1.730
H  1.631  -2.227  -0.482
O  1.927  -3.043  -0.896
H  2.591  0.277  0.083
H  4.048  -0.464  -0.125
O  3.132  -0.393  -0.389